C42H55CaClNO2P2S2Si as an isolated structure at a distorted geometry, computed with ωB97M-V/def2-TZVPD.

Geometry (Å):
Ca -6.22475 -21.13711 -5.63128
C -13.10807 -23.80221 -4.66427
C -11.85683 -24.40744 -4.51027
C -10.71361 -23.79209 -4.98869
C -10.78968 -22.57082 -5.65343
C -12.03826 -21.94762 -5.77010
C -13.18868 -22.56473 -5.29616
P -9.17966 -21.90741 -6.17799
C -9.46581 -20.11429 -6.27498
C -10.00903 -19.48517 -5.14486
C -10.15483 -18.11199 -5.12818
C -9.69599 -17.35432 -6.20357
C -9.14692 -17.98641 -7.30997
C -9.04183 -19.36501 -7.36414
C -9.08108 -22.49531 -7.90837
C -10.11449 -23.15117 -8.48647
C -9.98466 -23.72011 -9.77617
C -8.79630 -23.59797 -10.42315
C -7.70596 -22.91125 -9.83963
C -6.46931 -22.81964 -10.53274
C -5.44201 -22.14753 -9.96436
C -5.60578 -21.56012 -8.66380
C -6.75250 -21.61925 -7.92807
C -7.83237 -22.33454 -8.57831
H -13.99393 -24.30241 -4.29682
H -11.78405 -25.39113 -4.02315
H -9.78320 -24.29687 -4.81201
H -12.08909 -20.98760 -6.27115
H -14.15633 -22.08243 -5.37141
H -10.38599 -20.08006 -4.32112
H -10.58827 -17.65442 -4.25263
H -9.81050 -16.29669 -6.21984
H -8.78932 -17.38923 -8.16068
H -8.65217 -19.85474 -8.25261
H -11.02081 -23.26709 -7.93462
H -10.79167 -24.32560 -10.17980
H -8.63014 -24.10175 -11.36202
H -6.37395 -23.31094 -11.49128
H -4.48584 -22.07241 -10.49273
H -4.74085 -21.03992 -8.24874
C -3.65926 -15.83298 -4.26395
C -3.24211 -15.65847 -5.70621
C -4.46754 -15.36533 -6.55014
O -2.49433 -16.74809 -6.26804
P -2.47295 -18.30035 -5.82808
S -1.58363 -18.56422 -4.10769
S -4.32120 -19.04059 -6.10197
O -1.60841 -18.84762 -7.05446
C -2.11606 -18.62857 -8.40020
C -1.36167 -17.45633 -8.97585
C -1.99510 -19.93343 -9.14725
H -4.17915 -14.90847 -3.94437
H -2.83295 -15.99078 -3.58468
H -4.36387 -16.65829 -4.11452
H -2.57495 -14.81541 -5.76729
H -5.20155 -16.19955 -6.53166
H -4.22762 -15.19429 -7.60153
H -4.99942 -14.47303 -6.19690
H -3.18556 -18.33280 -8.32957
H -0.26309 -17.63831 -9.05173
H -1.49351 -16.55035 -8.36751
H -1.78461 -17.21843 -9.97078
H -0.96625 -20.17408 -9.37126
H -2.56943 -19.89798 -10.08336
H -2.39453 -20.70900 -8.51886
Cl -9.43422 -19.99018 -0.47486
C -8.13399 -19.49022 -1.49094
C -7.33539 -18.42573 -1.10054
C -6.34302 -18.04031 -1.99573
C -6.16103 -18.74317 -3.17139
N -6.93897 -19.76234 -3.52509
C -7.91099 -20.12640 -2.68958
H -7.52422 -17.90747 -0.16023
H -5.73032 -17.19690 -1.74298
H -5.35998 -18.51065 -3.86966
H -8.47851 -20.99878 -3.00166
C -5.21136 -25.07141 -5.09019
Si -5.18051 -23.44132 -4.05140
C -5.99279 -23.97323 -2.34893
C -5.71738 -22.93028 -1.27751
C -7.50766 -24.10097 -2.53939
C -5.46562 -25.33309 -1.88059
C -3.24848 -23.14347 -3.74014
C -2.89423 -21.83867 -3.00647
C -2.48371 -24.30113 -3.06672
C -2.63133 -22.97348 -5.13528
H -4.59594 -25.90529 -4.75412
H -4.87427 -24.82345 -6.11543
H -6.24028 -25.43073 -5.11086
H -5.84544 -21.90519 -1.62721
H -4.73116 -23.00626 -0.82803
H -6.42034 -23.03451 -0.43681
H -7.93982 -23.13245 -2.88094
H -7.96404 -24.37848 -1.59943
H -7.76668 -24.84454 -3.31398
H -4.39976 -25.37036 -1.69999
H -5.70166 -26.14021 -2.57173
H -5.94908 -25.62272 -0.92091
H -3.20515 -21.88358 -1.96600
H -3.39046 -20.95101 -3.45949
H -1.83075 -21.60484 -3.00755
H -2.66817 -24.34682 -1.98413
H -1.39950 -24.15353 -3.24218
H -2.76753 -25.27433 -3.46575
H -2.98803 -22.02739 -5.58383
H -2.89035 -23.76318 -5.85853
H -1.54131 -22.87878 -5.09484

Computed properties:
E_HOMO = -3.871 eV
gap between HOMO and LUMO = 6.03 eV
net charge = -1
energy = -129124.88318 eV
energy relative to the best compared isomer or geometry (same formula, charge and spin) = 0.0 kJ/mol


A 2-piece molecular cluster, C6H7ClINO overall at a distorted geometry, computed with ωB97M-V/def2-TZVPD.

Geometry (Å):
C 2.49749 1.11612 1.58200
C 1.57554 0.14374 1.25709
N 0.79881 0.03979 0.09488
C -0.02063 0.68480 -0.50684
I -0.52718 2.75016 0.10612
O -0.58312 0.33200 -1.63786
C -0.25126 -1.02093 -2.14860
H 2.68109 1.87835 0.91693
H 2.75888 0.98977 2.60715
H 0.99953 -0.50807 1.96199
H -0.25452 -0.89217 -3.25796
H -1.08190 -1.61870 -1.78712
H 0.66010 -1.31677 -1.70768
C -1.88339 -0.82951 1.25450
C -2.46005 -0.58872 0.18802
Cl -3.52915 -0.13340 -1.05385
H -1.38025 -1.02647 2.13122

Computed properties:
E_HOMO = -8.807 eV
gap between HOMO and LUMO = 9.13 eV
SMILES = C=C/N=C(\I)OC.C#CCl
energy = -30491.18222 eV
energy relative to the best compared isomer or geometry (same formula, charge and spin) = 206.2 kJ/mol


One molecule with the formula C5H12N2 at a distorted geometry, computed with ωB97M-V/def2-TZVPD.

Geometry (Å):
N -2.41030 1.22361 -0.50405
C -2.04115 -0.01120 0.13624
C -0.95969 -0.75185 -0.24697
C 0.05795 -1.24308 0.73652
C 1.17427 -0.27858 1.13117
C 1.55800 0.72116 0.03799
N 2.05125 -0.01503 -1.15743
H -2.05402 1.98303 0.06188
H -1.90690 1.26465 -1.38475
H -2.34265 -0.22801 1.15988
H -0.74038 -0.75826 -1.33936
H -0.39739 -1.58402 1.68120
H 0.57037 -2.10494 0.30327
H 2.09570 -0.81451 1.36564
H 0.86674 0.26835 2.03537
H 0.66110 1.15621 -0.39438
H 2.25188 1.50729 0.39431
H 3.00684 -0.35534 -1.08811
H 2.09216 0.55261 -1.99491

Computed properties:
E_HOMO = -7.881 eV
gap between HOMO and LUMO = 8.82 eV
SMILES = N/C=C/CCCN
energy = -8358.02734 eV
energy relative to the best compared isomer or geometry (same formula, charge and spin) = 203.5 kJ/mol